1.
The following is a DFT calculation (the ωB97M-V functional and the def2-TZVPD basis) of the ion C5H12NOS with charge -1 at a distorted geometry.

Values from the calculation:
LUMO level in eV: 2.90
Molar mass in g mol⁻¹: 134.22
Total charge: -1
Energy relative to the best compared isomer or geometry (same formula, charge and spin) in kJ/mol: 233.51

Geometry as XYZ:
```
20
Properties=species:S:1:pos:R:3:forces:R:3
C 1.9619 -0.3245 0.2914 -0.288 1.614 0.829
C 0.5075 0.2620 0.2343 0.320 -2.634 -1.151
C -0.3993 -0.7575 0.9413 -0.885 0.914 1.699
C -1.8727 -0.3106 0.9039 0.831 -0.083 -0.700
S -3.0223 -1.2882 1.8773 -0.255 -0.170 0.290
N 0.0243 0.2983 -1.1510 0.059 1.214 0.363
C 0.4912 1.5588 -1.9148 0.070 -0.574 -0.472
O 1.3261 1.2680 -2.8999 0.005 -0.013 0.027
H 2.0096 -0.9988 1.1505 0.356 -0.466 -0.447
H 2.3180 -0.6581 -0.6817 -0.263 -0.572 0.198
H 2.6317 0.4965 0.5346 0.314 0.169 0.060
H 0.4756 1.2304 0.7242 -0.259 0.172 -0.089
H -0.2550 -1.7756 0.5729 -0.087 0.114 -0.318
H -0.2024 -0.7957 2.0240 0.529 -0.139 -0.074
H -2.1544 -0.2459 -0.1324 -0.403 -0.056 -0.357
H -1.9506 0.7075 1.2867 -0.005 -0.005 0.198
H -2.8715 -2.4708 1.2642 0.077 0.066 -0.085
H 0.5159 -0.4330 -1.6518 -0.026 0.030 -0.176
H -0.4704 2.0213 -2.2486 0.058 0.232 0.064
H 0.9368 2.2159 -1.1250 -0.147 0.186 0.143
```
Positions in Å, forces in eV/Å.

***

2.
The following is a DFT calculation (the ωB97M-V functional and the def2-TZVPD basis) of an isolated molecule of C5H12NP at a distorted geometry.

Values from the calculation:
LUMO level (alpha / beta) in eV: 0.09 / 0.02
Molar mass in g mol⁻¹: 117.13
Total charge: 0
Energy relative to the best compared isomer or geometry (same formula, charge and spin) in kJ/mol: 443.72

Geometry as XYZ:
```
19
Properties=species:S:1:pos:R:3:forces:R:3
C -1.0143 0.8950 0.9495 2.572 -2.770 -6.458
C -2.0456 1.8139 0.4983 -1.679 -0.895 1.226
C 0.3472 -1.5903 -1.7721 0.174 -1.911 -0.821
C 2.1237 -0.2640 -0.5682 -1.826 -0.746 2.844
C 0.6577 -0.8578 -0.4557 0.336 0.219 -0.623
N -0.3815 0.1698 -0.5300 -1.864 3.014 5.667
P -0.0904 0.7518 2.4000 0.945 -0.167 0.830
H -3.0346 1.6356 1.0315 1.055 0.236 -0.633
H -1.8016 2.8338 0.5827 0.433 1.478 0.564
H -2.1276 1.6400 -0.5382 -0.564 -0.289 -1.274
H 0.4758 -2.7136 -1.7373 -0.033 1.086 0.221
H -0.7160 -1.3997 -1.9887 0.497 -0.229 -0.301
H 0.9958 -1.2654 -2.6522 -0.887 -0.043 1.267
H 2.1721 0.4078 -1.3827 0.046 1.011 -0.535
H 2.9100 -1.0022 -0.6563 -0.133 -0.480 -0.109
H 2.1889 0.1576 0.4563 0.825 0.638 -0.864
H 0.5264 -1.4159 0.5208 0.346 0.000 -1.267
H -0.1117 -0.6475 2.4613 0.284 -0.377 -0.018
H -1.0741 0.8510 3.3807 -0.525 0.223 0.282
```
Positions in Å, forces in eV/Å.

***

3.
The following is a DFT calculation (the ωB97M-V functional and the def2-TZVPD basis) of the ion C5H12NS with charge -1 at a distorted geometry.

Values from the calculation:
LUMO level in eV: 3.67
Molar mass in g mol⁻¹: 118.22
Total charge: -1
Energy relative to the best compared isomer or geometry (same formula, charge and spin) in kJ/mol: 51.85

Geometry as XYZ:
```
19
Properties=species:S:1:pos:R:3:forces:R:3
C 0.8178 -0.1180 -0.1706 -0.312 -0.228 0.240
N 0.0429 0.0701 1.0550 -0.216 -0.172 0.132
C -1.0752 1.0116 0.9070 0.583 0.710 0.085
C -0.6776 2.4622 0.5125 -0.270 -0.173 0.529
S -1.8507 3.1763 -0.6612 -0.028 0.205 -0.306
C 1.1897 -1.6005 -0.3514 -0.468 0.209 -0.938
C 0.0669 -2.3150 -1.1375 -0.278 0.621 0.940
H 1.6839 0.5465 -0.1879 0.220 -0.105 -0.129
H 0.1789 0.1678 -1.0087 0.091 0.197 -0.085
H 0.6688 0.3921 1.7809 -0.040 0.034 0.118
H -1.6460 1.0545 1.8373 -0.029 -0.222 0.016
H -1.7244 0.6372 0.1288 -0.229 -0.180 -0.208
H -0.6646 3.0946 1.4112 0.032 -0.165 0.072
H 0.3603 2.4585 0.1717 0.037 -0.023 -0.363
H 1.2891 -2.0638 0.6269 0.493 -0.004 0.007
H 2.0767 -1.6468 -0.9910 0.365 -0.274 0.557
H -0.0629 -3.3715 -0.9041 0.373 -0.121 -0.296
H -0.8642 -1.8440 -0.8257 -0.257 -0.023 -0.069
H 0.1905 -2.1117 -2.1934 -0.067 -0.286 -0.303
```
Positions in Å, forces in eV/Å.

***

4.
The following is a DFT calculation (the ωB97M-V functional and the def2-TZVPD basis) of the ion C5H12NS with charge +1.

Values from the calculation:
LUMO level (alpha / beta) in eV: -6.84 / -4.67
Molar mass in g mol⁻¹: 118.22
Total charge: +1
Energy relative to the best compared isomer or geometry (same formula, charge and spin) in kJ/mol: 338.00

Geometry as XYZ:
```
19
Properties=species:S:1:pos:R:3:forces:R:3
C -2.1512 -0.2783 -0.3570 -0.140 -0.481 -0.091
C -1.8666 1.1229 -0.3296 0.788 0.175 -0.045
C -1.2745 -1.1402 0.6040 0.393 -0.113 -0.204
C 1.9181 0.2570 -1.2265 0.299 0.105 -0.613
C 1.6936 0.2101 1.1999 0.066 0.320 0.693
N 1.1303 -0.1475 -0.0829 -0.706 -0.429 -0.170
S 0.2625 -1.5591 -0.2402 -0.125 0.297 0.185
H -3.1617 -0.4319 0.0503 -0.105 -0.031 0.009
H -2.1353 -0.6987 -1.3636 -0.110 0.034 0.051
H -1.7371 1.6899 -1.2357 -0.066 0.138 -0.106
H -1.7425 1.6371 0.6079 -0.114 0.148 0.196
H -1.0751 -0.6128 1.5328 -0.041 -0.094 0.097
H -1.7570 -2.0940 0.8108 0.004 -0.016 0.063
H 2.9672 -0.0267 -1.1171 -0.008 -0.048 0.093
H 1.5195 -0.2009 -2.1274 -0.003 0.034 -0.039
H 1.8688 1.3416 -1.3310 0.001 -0.011 0.048
H 0.9717 0.0535 1.9983 0.021 0.018 -0.007
H 2.5867 -0.3825 1.4239 -0.069 -0.047 -0.144
H 1.9825 1.2605 1.1829 -0.083 0.002 -0.015
```
Positions in Å, forces in eV/Å.

***

5.
The following is a DFT calculation (the ωB97M-V functional and the def2-TZVPD basis) of a cluster of 2 separate species, C5H12NS in total at a distorted geometry.

Values from the calculation:
LUMO level in eV: -5.27
Molar mass in g mol⁻¹: 118.22
Total charge: +1
Energy relative to the best compared isomer or geometry (same formula, charge and spin) in kJ/mol: 192.61

Geometry as XYZ:
```
19
Properties=species:S:1:pos:R:3:forces:R:3
C -1.5434 -2.4830 0.6204 -0.040 1.451 0.752
C -0.6851 -1.5556 1.5674 -0.788 -0.307 -1.329
S 1.0120 -1.2987 0.9113 -0.164 -0.071 0.409
H -1.0459 -3.4124 0.3832 0.053 -0.195 -0.042
H -1.7634 -1.9107 -0.3044 0.127 -0.526 0.318
H -2.5168 -2.6741 1.1255 0.712 0.000 -0.373
H -1.1856 -0.5762 1.5874 0.203 -0.352 0.409
H -0.5745 -1.9818 2.5501 -0.135 -0.031 0.311
H 1.3961 -0.4962 1.9393 -0.005 -0.198 -0.445
C 1.2139 2.0165 -1.1304 1.538 1.574 0.078
C 2.4056 2.0213 -0.4671 -1.216 0.771 -1.512
C -1.0291 1.3225 -1.4888 0.718 0.160 0.561
N 0.1369 1.1008 -0.9680 -0.659 -0.241 -1.438
H 0.9655 2.8026 -1.8920 0.365 -0.727 1.004
H 2.7533 1.2774 0.2143 -0.221 -0.476 0.429
H 3.1430 2.8391 -0.6553 -0.939 -0.775 -0.070
H -1.8193 0.5734 -1.4201 0.363 0.081 0.024
H -1.2482 2.2924 -1.9706 0.259 -0.596 0.325
H 0.3851 0.1427 -0.6022 -0.170 0.457 0.587
```
Positions in Å, forces in eV/Å.

***

6.
The following is a DFT calculation (the ωB97M-V functional and the def2-TZVPD basis) of a cluster of 2 separate species, C5H12NS in total at a distorted geometry.

Values from the calculation:
LUMO level in eV: -3.81
Molar mass in g mol⁻¹: 118.22
Total charge: +1
Energy relative to the best compared isomer or geometry (same formula, charge and spin) in kJ/mol: 313.39

Geometry as XYZ:
```
19
Properties=species:S:1:pos:R:3:forces:R:3
C -0.0996 0.3493 -0.8790 1.113 -0.525 -0.952
C 2.2137 -1.2399 0.0000 0.947 -0.894 -1.556
C -2.0886 0.4516 1.3435 2.777 -1.415 2.366
C -0.0977 1.4575 -0.0131 1.102 -0.193 2.068
C -1.6234 1.4551 0.3537 -0.139 3.378 -2.022
N -0.1988 -0.5015 -1.6389 -0.926 1.252 0.378
S 1.5755 -2.5918 -1.0925 1.923 -0.013 -1.276
H 1.6295 -1.2345 0.8852 -0.521 -0.147 0.884
H 3.2180 -1.7315 0.2178 -0.950 1.873 -0.070
H -1.5336 -0.5146 1.1644 -0.014 0.774 0.508
H -3.0346 0.0696 1.2727 -2.863 -0.159 -0.835
H -2.0352 0.6984 2.4838 0.530 -0.028 -2.198
H 0.5369 1.2375 0.9313 -0.844 0.303 -1.587
H 0.3343 2.3567 -0.5375 -0.794 -0.777 0.532
H -1.6765 2.5206 0.7125 -0.933 -1.010 -0.352
H -2.0609 1.3867 -0.7314 -0.238 0.268 2.376
H 2.0905 -0.2331 -0.5200 1.144 -1.418 0.733
H 0.1549 -1.4153 -1.9329 0.520 -1.081 -0.372
H 2.6956 -2.5208 -2.0197 -1.833 -0.188 1.374
```
Positions in Å, forces in eV/Å.